# C4H9N2O2

An isolated ion of composition C4H9N2O2 and charge -2 (ωB97M-V/def2-TZVPD, OMol25).

Geometry as XYZ:
```
17
Properties=species:S:1:pos:R:3:forces:R:3:mulliken_spin:R:1
O 2.526 -0.313 -0.651 0.307 -0.283 0.470 0.00
C 1.705 -0.123 0.401 -0.656 0.392 -2.065 -0.08
N 1.861 1.262 0.985 0.211 -0.399 1.318 0.01
C 0.189 -0.262 -0.053 -0.827 2.857 2.097 0.32
C -0.193 -0.578 -1.473 -0.029 -1.565 0.173 -0.04
N -0.759 -0.157 1.083 -1.277 -1.651 -0.248 0.67
C -2.265 -0.283 0.627 1.154 0.111 0.184 -0.03
O -2.771 0.659 -0.154 0.190 0.151 -0.510 0.03
H 2.832 1.512 0.850 -0.124 0.200 -0.403 0.01
H 1.212 1.952 0.639 0.179 0.005 -0.437 -0.01
H 1.875 -0.785 1.268 0.016 -0.332 0.126 0.00
H 0.017 -1.638 -1.736 0.501 0.394 -0.018 0.02
H 0.342 0.094 -2.137 0.138 -0.173 -0.169 0.02
H -1.263 -0.521 -1.629 -0.250 0.637 0.187 0.00
H -0.267 0.816 0.212 0.683 0.145 -1.179 0.07
H -2.839 -0.304 1.578 0.305 -0.537 0.412 0.00
H -2.204 -1.330 0.190 -0.520 0.049 0.064 0.00
```
Forces are in eV/Å.

The calculation puts the relative energy (zero: lowest compared OMol25 entry of this formula, charge and spin) at 464.0 kJ/mol. Its spin multiplicity is 2. Its charge is -2. The LUMO energy (spin up / spin down) comes out at 7.299 / 7.281 eV. The HOMO energy (spin up / spin down) is 1.547 / 0.804 eV. As for the expectation value of S²: 0.756. The total energy comes out at -11362.1616 eV.


# C26H23Cl60F4IN3O3

C26H23Cl60F4IN3O3 as an isolated structure (ωB97M-V/def2-TZVPD, OMol25).

Geometry as XYZ:
```
120
Properties=species:S:1:pos:R:3:forces:R:3:lowdin_charge:R:1
N -2.260 -3.000 2.100 0.396 0.766 -0.974 0.24
C -1.966 -2.293 1.232 -0.099 -0.248 -0.440 -0.26
O -1.652 -1.469 0.185 -0.648 -0.447 1.732 0.08
N -1.549 -0.209 0.725 0.923 2.834 1.151 0.07
C -0.451 0.357 1.423 1.776 -0.304 0.300 -0.23
O 0.700 -0.250 1.731 -0.467 -0.191 -0.467 0.02
C -0.773 1.632 1.773 -0.775 -1.179 -0.594 -0.32
F -0.036 2.470 2.443 -0.385 0.273 -0.248 0.14
N -2.056 1.875 1.304 1.095 -0.282 0.598 -0.33
I -3.070 3.653 1.522 -0.034 -0.702 0.271 1.19
C -2.472 0.767 0.703 -3.130 0.125 -1.154 -0.27
C -3.887 0.727 0.106 1.546 -0.643 -0.402 -0.11
O -4.769 0.356 1.164 0.018 -0.018 -1.280 0.04
C -6.082 0.267 0.755 -0.376 -0.933 2.058 -0.68
F -6.641 -0.704 1.505 0.174 0.442 -0.476 0.14
F -6.233 -0.077 -0.523 0.049 0.660 0.210 0.19
F -6.714 1.402 1.068 0.211 -0.215 -0.978 0.14
H 1.450 0.092 1.200 -0.462 -0.285 0.068 0.08
H -4.132 1.703 -0.347 0.140 -0.276 0.358 0.11
H -3.840 -0.002 -0.723 -0.375 0.094 0.440 0.15
C -6.628 -2.278 4.504 0.264 -0.173 0.012 -1.59
Cl -7.649 -3.627 5.025 0.108 0.116 -0.090 0.56
Cl -6.295 -1.195 5.862 -0.008 0.031 -0.052 0.54
Cl -5.129 -2.839 3.773 0.139 -0.132 0.013 0.53
H -7.163 -1.720 3.748 0.189 -0.159 0.173 -0.11
C 2.325 -2.543 -0.645 0.015 -0.274 -0.134 -1.49
Cl 2.516 -3.406 -2.160 -0.040 -0.006 0.288 0.55
Cl 2.221 -0.792 -0.949 0.231 0.244 -0.162 0.57
Cl 0.903 -3.066 0.238 0.147 -0.016 -0.067 0.59
H 3.192 -2.746 -0.026 -0.006 0.149 -0.022 0.01
C -9.137 0.949 3.916 -0.041 0.082 0.037 -1.51
Cl -9.197 -0.812 3.886 -0.670 0.201 -0.079 0.58
Cl -9.514 1.586 2.317 -0.123 0.122 -0.004 0.56
Cl -10.229 1.602 5.138 0.042 0.065 -0.198 0.54
H -8.126 1.250 4.169 -0.049 -0.037 0.037 0.02
C -1.968 7.251 -1.102 -0.174 0.237 -0.311 -1.53
Cl -3.613 7.862 -0.982 0.001 -0.283 -0.076 0.52
Cl -1.664 6.047 0.169 0.292 0.598 -0.329 0.39
Cl -1.672 6.559 -2.697 -0.108 0.105 0.219 0.51
H -1.284 8.080 -0.956 0.000 -0.059 0.027 -0.09
C -8.393 -2.787 -1.871 -0.135 -0.099 -0.039 -1.57
Cl -10.036 -2.144 -1.844 0.084 0.034 0.025 0.53
Cl -8.156 -3.949 -0.562 0.056 0.076 0.009 0.52
Cl -8.040 -3.528 -3.434 0.044 0.055 0.046 0.53
H -7.704 -1.964 -1.723 -0.036 -0.040 -0.008 -0.02
C 2.119 -2.553 -6.410 -0.190 0.087 -0.131 -1.56
Cl 1.867 -1.488 -7.794 0.051 -0.047 0.047 0.54
Cl 2.054 -1.639 -4.896 0.023 0.103 -0.130 0.48
Cl 0.930 -3.854 -6.398 0.062 0.020 0.036 0.52
H 3.104 -2.993 -6.495 -0.044 0.023 0.058 -0.05
C 2.304 -6.952 0.842 -0.049 0.039 0.123 -1.52
Cl 2.712 -7.877 2.287 0.005 0.035 -0.093 0.55
Cl 0.777 -6.093 1.056 -0.068 -0.493 0.100 0.50
Cl 3.595 -5.813 0.443 -0.068 0.016 -0.036 0.50
H 2.193 -7.643 0.015 0.015 0.050 0.024 0.02
C 7.744 -5.735 0.113 -0.093 -0.177 -0.079 -1.51
Cl 8.084 -6.072 -1.586 0.014 0.022 0.119 0.54
Cl 6.950 -4.159 0.277 0.016 0.090 0.041 0.53
Cl 6.750 -7.006 0.819 0.222 -0.010 0.020 0.53
H 8.686 -5.698 0.647 -0.049 0.042 -0.019 0.02
C 1.498 -0.708 5.513 -0.053 -0.114 0.227 -1.54
Cl 0.198 -1.854 5.842 0.049 0.034 -0.091 0.54
Cl 0.873 0.706 4.649 0.061 0.071 0.201 0.57
Cl 2.296 -0.220 7.005 -0.013 -0.010 -0.114 0.55
H 2.229 -1.196 4.879 -0.046 0.045 0.001 0.01
C -3.842 11.180 1.115 0.052 0.015 0.083 -1.53
Cl -4.840 9.800 1.587 -0.030 0.070 0.001 0.51
Cl -3.498 12.197 2.512 -0.015 -0.022 -0.084 0.54
Cl -2.337 10.644 0.352 -0.149 0.262 0.155 0.49
H -4.397 11.768 0.394 0.025 -0.045 0.022 0.02
C 8.532 -2.491 -2.627 0.100 -0.057 -0.082 -1.55
Cl 9.801 -1.707 -1.684 -0.372 -0.164 -0.213 0.50
Cl 7.105 -1.454 -2.747 0.006 -0.029 0.040 0.52
Cl 9.128 -2.922 -4.233 -0.014 -0.048 0.048 0.54
H 8.243 -3.402 -2.116 -0.008 0.044 -0.059 -0.08
C 3.922 -6.805 -7.496 0.060 -0.108 0.128 -1.54
Cl 4.251 -5.070 -7.586 0.086 -0.046 -0.113 0.55
Cl 5.423 -7.725 -7.575 -0.074 0.054 -0.024 0.54
Cl 3.030 -7.192 -6.021 -0.012 0.021 -0.062 0.52
H 3.309 -7.078 -8.346 0.018 0.048 0.038 0.02
C 13.139 -3.057 -3.372 0.059 -0.020 -0.025 -1.56
Cl 13.134 -4.555 -4.307 -0.059 0.040 0.037 0.51
Cl 13.897 -3.308 -1.795 -0.089 0.028 -0.023 0.52
Cl 13.959 -1.770 -4.260 -0.064 -0.017 0.038 0.53
H 12.111 -2.756 -3.210 0.046 -0.020 -0.007 -0.05
C -9.059 -2.010 8.267 -0.007 0.096 0.085 -1.54
Cl -10.393 -3.112 8.631 0.051 -0.027 -0.049 0.56
Cl -9.632 -0.619 7.341 -0.003 -0.189 0.201 0.49
Cl -8.262 -1.486 9.751 0.004 -0.033 -0.067 0.54
H -8.335 -2.543 7.662 -0.045 0.019 0.013 -0.04
C -0.207 2.435 -3.352 0.074 0.184 -0.478 -1.51
Cl -0.981 2.118 -1.783 -0.032 -0.046 0.186 0.56
Cl -1.311 2.057 -4.670 0.056 -0.028 0.140 0.56
Cl 0.330 4.109 -3.440 0.113 -0.299 0.031 0.54
H 0.660 1.790 -3.438 -0.068 -0.024 0.092 0.01
C 11.159 1.480 0.518 -0.043 -0.034 0.106 -1.53
Cl 9.418 1.716 0.326 0.039 0.010 -0.046 0.51
Cl 11.657 1.838 2.172 0.002 0.006 -0.082 0.53
Cl 11.614 -0.167 0.073 0.363 0.231 0.251 0.49
H 11.670 2.165 -0.148 -0.032 -0.041 0.019 0.02
C 1.419 9.945 -1.502 -0.028 0.087 -0.093 -1.49
Cl 0.628 9.621 0.049 0.245 -0.094 0.005 0.53
Cl 0.332 9.553 -2.840 0.069 -0.400 0.406 0.51
Cl 1.946 11.624 -1.583 0.012 -0.102 0.071 0.54
H 2.293 9.310 -1.577 -0.051 0.018 0.014 0.02
C -0.060 12.368 -6.140 0.150 0.079 -0.030 -1.54
Cl 0.013 10.883 -7.094 -0.048 0.015 0.037 0.52
Cl 0.629 12.107 -4.534 -0.093 0.420 -0.418 0.48
Cl 0.771 13.684 -6.972 -0.069 -0.037 0.021 0.53
H -1.101 12.645 -6.022 0.049 -0.021 -0.007 0.01
C -13.518 -0.945 8.885 -0.079 0.045 0.045 -1.57
Cl -13.680 0.049 7.434 0.049 -0.022 -0.011 0.51
Cl -13.536 0.062 10.335 0.046 -0.038 -0.041 0.52
Cl -14.797 -2.160 8.954 0.076 0.005 -0.015 0.53
H -12.565 -1.457 8.839 -0.038 0.038 -0.009 -0.06
C 10.624 -8.367 -3.406 -0.072 0.014 0.131 -1.54
Cl 9.415 -9.590 -3.007 0.047 0.024 -0.036 0.53
Cl 9.876 -6.999 -4.236 0.070 -0.014 -0.118 0.49
Cl 11.467 -7.826 -1.951 0.023 -0.012 -0.069 0.52
H 11.352 -8.813 -4.073 -0.035 0.032 0.026 0.01
```
Forces are in eV/Å.

Its charge is +1. The LUMO energy comes out at -4.906 eV. The HOMO energy is -11.881 eV. The total energy comes out at -808250.7693 eV.


# H12O6

A 6-piece molecular cluster, H12O6 overall (ωB97M-V/def2-TZVPD, OMol25).

Geometry as XYZ:
```
18
Properties=species:S:1:pos:R:3:forces:R:3:nbo_charge:R:1
O -1.132 0.077 2.358 -0.072 0.054 0.734 -0.97
H -0.682 0.160 1.517 0.075 0.071 -0.776 0.49
H -0.597 -0.540 2.856 -0.092 -0.122 0.297 0.46
O 1.100 2.215 -1.892 -0.690 0.290 0.095 -0.96
H 0.906 1.624 -2.620 -0.042 -0.075 -0.307 0.47
H 1.696 1.717 -1.331 0.705 -0.138 -0.001 0.48
O 0.151 -3.340 -1.111 -0.003 0.219 -0.231 -0.93
H 0.176 -4.242 -0.790 -0.046 -0.260 0.056 0.47
H 0.545 -2.824 -0.408 0.094 0.006 0.218 0.46
O -0.565 0.215 -0.255 -0.024 -0.199 0.269 -0.95
H -0.009 -0.513 -0.534 0.003 -0.257 -0.290 0.47
H -0.125 0.996 -0.591 0.141 0.647 -0.445 0.49
O -3.795 0.715 1.163 -0.382 0.017 -0.082 -0.95
H -2.861 0.681 1.372 0.357 -0.235 0.296 0.48
H -3.892 1.503 0.628 -0.090 0.147 -0.139 0.46
O 2.867 0.695 -0.430 -0.110 -0.155 0.123 -0.96
H 3.675 0.183 -0.404 0.277 -0.075 -0.181 0.49
H 2.542 0.678 0.470 -0.100 0.065 0.363 0.48
```
Forces are in eV/Å.

The calculation puts the relative energy (zero: lowest compared OMol25 entry of this formula, charge and spin) at 132.3 kJ/mol. Its charge is 0. The LUMO energy comes out at -0.296 eV. The HOMO energy is -10.515 eV. As for the SMILES: O.O.O.O.O.O. The total energy comes out at -12479.7425 eV.


# C3H5NO

A 2-piece molecular cluster, C3H5NO overall (ωB97M-V/def2-TZVPD, OMol25).

Geometry as XYZ:
```
10
Properties=species:S:1:pos:R:3:forces:R:3:nbo_charge:R:1
C -1.260 1.577 -0.050 1.535 -1.818 0.887 0.15
C -0.485 -0.844 0.026 0.066 -0.732 1.061 -0.68
C -0.394 0.576 0.423 0.153 0.318 -0.427 0.26
N -2.054 2.262 -0.495 -1.483 1.651 -0.888 -0.29
O 0.418 0.776 1.488 1.180 1.891 0.156 -0.66
H -0.095 -1.137 -0.971 0.375 0.233 0.867 0.24
H -0.098 -1.365 0.945 0.414 -0.011 -1.410 0.24
H -1.494 -1.194 0.030 -1.094 0.072 -0.262 0.23
H 1.640 1.566 -1.419 -0.042 -0.020 0.016 0.00
H 0.855 1.685 1.483 -1.104 -1.585 -0.001 0.50
```
Forces are in eV/Å.

The calculation puts the relative energy (zero: lowest compared OMol25 entry of this formula, charge and spin) at 470.6 kJ/mol. Its charge is 0. The LUMO energy (spin up / spin down) comes out at -0.491 / -0.352 eV. The HOMO energy (spin up / spin down) is -8.141 / -11.309 eV. The total energy comes out at -6724.6956 eV.